1.
Formula: C13H19N2
Source: the Open Molecules 2025 dataset
Level of theory: wB97M-V/def2-TZVPD

The LUMO energy is -3.65 eV. The HOMO energy is -13.322 eV. The calculation puts the frontier orbital gap at 9.668 eV. The charge is +1.

Structure (XYZ):
```
34
Properties=species:S:1:pos:R:3:forces:R:3
C -3.569533 0.178584 0.538588 -3.4 -1.4 0.9
C -2.779511 0.855380 1.382525 -0.3 1.7 2.0
C -3.119743 -0.611767 -0.498441 0.3 1.5 0.9
C -1.457401 0.812895 1.150291 3.0 0.8 -0.4
C -1.775095 -0.597511 -0.708678 -0.4 0.9 -0.2
C -0.911196 0.164785 0.070690 -0.5 -1.4 0.3
C 0.054529 -1.266599 -1.641710 -0.1 1.6 1.8
C 1.280960 2.165301 0.272497 0.1 2.2 -0.2
C 0.720203 1.499137 -2.150358 -2.3 -0.5 0.6
C 2.481547 -1.416953 0.295743 0.3 2.4 -2.1
C 0.412085 -2.026505 1.445566 0.0 0.4 2.1
C 1.236347 1.075991 -0.788124 -0.5 -0.3 0.2
C 1.218237 -0.853951 0.786669 -2.0 -0.8 3.2
N -1.161294 -1.277197 -1.737473 0.7 -1.3 -0.6
N 0.476080 -0.137146 -0.238427 -1.5 -0.3 -2.6
H -4.606354 0.116153 0.911028 0.2 0.1 -1.1
H -3.138612 1.467349 2.262982 0.2 -1.0 -1.3
H -3.817371 -1.041503 -1.134476 -0.9 -1.2 -1.1
H -0.792991 1.375406 1.743978 0.6 0.4 1.0
H 0.843051 -1.686271 -2.194432 1.0 -0.3 -0.4
H 1.759546 3.117543 -0.133448 0.3 -1.6 0.3
H 0.335401 2.717970 0.570080 0.6 -1.6 -0.3
H 1.844317 1.761453 1.129334 -0.3 0.8 -0.1
H -0.174830 2.195236 -2.144218 1.0 -0.9 0.2
H 0.484259 0.629406 -2.794320 0.2 0.7 0.3
H 1.523569 2.002235 -2.566059 1.4 1.2 -1.2
H 2.381125 -2.407671 0.073798 -0.1 -2.8 -0.5
H 2.849035 -0.899695 -0.611397 0.0 -0.5 0.4
H 3.201855 -1.257696 1.008439 1.9 0.0 1.7
H -0.579553 -1.891964 1.931742 0.5 0.9 -0.6
H 0.979614 -2.484608 2.328653 -0.2 0.6 -1.6
H 0.244675 -2.732668 0.700285 -0.1 -1.8 -1.2
H 2.238728 0.658880 -0.923361 -0.2 0.6 0.0
H 1.318337 -0.204004 1.662022 0.5 0.6 -0.5
```
Forces are in eV/Å.

Just the natural (NBO) charges please, in e? Sure, here they are: -0.17 -0.19 -0.20 -0.19 0.15 0.09 0.34 -0.67 -0.63 -0.62 -0.63 -0.02 -0.06 -0.34 -0.30 0.24 0.25 0.25 0.23 0.24 0.26 0.24 0.23 0.24 0.22 0.24 0.23 0.21 0.25 0.24 0.25 0.20 0.22 0.22

***

2.
Formula: C8H24IO4
Source: the Open Molecules 2025 dataset
Level of theory: wB97M-V/def2-TZVPD

The LUMO energy is 3.16 eV. The HOMO energy is -4.804 eV. The calculation puts the frontier orbital gap at 7.963 eV. The charge is -1.

Structure (XYZ):
```
37
Properties=species:S:1:pos:R:3:forces:R:3
I 0.134824 1.431076 0.245606 -0.2 -0.1 -0.1
C 4.263014 0.219996 -1.349114 -0.4 -0.5 0.8
O 3.654384 0.550996 -0.101014 0.6 0.4 -0.4
H 3.883964 -0.763204 -1.627914 0.3 -0.2 -0.4
H 4.061604 0.907906 -2.170284 -0.1 0.2 0.1
H 5.333824 0.173076 -1.150954 0.0 0.0 -0.2
H 2.725074 0.314996 -0.149044 -0.3 0.2 0.1
C 0.716364 -2.170854 2.085766 -0.8 1.4 -0.6
O 1.461894 -1.777294 0.943986 1.0 -1.7 0.0
H -0.334806 -2.050634 1.823676 -0.3 0.0 0.4
H 0.807254 -3.206734 2.412546 0.7 0.0 -0.4
H 0.963224 -1.468054 2.881526 -0.2 -0.3 0.5
H 1.060534 -1.015754 0.519066 -0.5 0.4 0.2
C -0.003266 -0.045194 -4.967344 0.4 1.2 -0.1
C 0.368594 -0.229944 -3.510004 -0.7 -1.2 0.1
C 0.720904 -1.686094 -3.292494 0.2 -0.3 1.1
O 1.378354 0.613306 -3.010934 0.3 0.0 -1.0
H -0.848346 -0.659174 -5.278734 0.0 -0.1 0.3
H 0.822184 -0.246074 -5.650254 0.1 0.1 0.0
H -0.288606 1.005496 -5.019494 -0.1 0.1 -0.6
H -0.539216 0.033086 -2.967044 -0.2 -0.3 0.3
H 0.874164 -1.911284 -2.237074 -0.1 0.2 0.2
H 1.678214 -1.937784 -3.748894 -0.1 0.0 -0.5
H -0.091806 -2.341284 -3.606094 0.1 -0.1 -0.4
H 0.964524 1.038236 -2.256094 0.2 0.4 0.7
C -3.346936 0.452976 2.617696 -1.0 0.1 0.4
C -2.462006 1.450476 3.330196 -1.3 1.3 -2.9
C -3.086076 2.150376 4.490266 0.2 -0.8 1.4
O -1.274236 0.826366 3.535456 1.9 -1.0 2.3
H -2.843746 -0.028754 1.779346 0.0 0.2 -0.1
H -4.282226 0.920256 2.309536 -0.1 0.0 -0.3
H -3.611426 -0.321524 3.337626 0.0 -0.2 0.1
H -2.194666 2.283626 2.680186 -0.5 0.2 -0.9
H -3.050616 1.439716 5.315986 0.4 0.2 0.6
H -4.152786 2.370926 4.450616 0.1 0.1 -0.8
H -2.522796 3.065726 4.671766 -0.1 -0.1 0.5
H -0.939316 0.611036 2.661926 0.5 0.1 -0.4
```
Forces are in eV/Å.

Just the natural (NBO) charges please, in e? Sure, here they are: -0.91 -0.24 -0.74 0.16 0.17 0.16 0.48 -0.25 -0.77 0.16 0.16 0.17 0.49 -0.62 0.09 -0.63 -0.75 0.20 0.20 0.21 0.17 0.22 0.20 0.19 0.50 -0.62 0.09 -0.62 -0.74 0.22 0.19 0.19 0.15 0.20 0.21 0.21 0.50

***

3.
Formula: H22O19S2Zn2
Source: the Open Molecules 2025 dataset
Level of theory: wB97M-V/def2-TZVPD

The LUMO energy is -1.27 eV. The HOMO energy is -8.825 eV. The calculation puts the frontier orbital gap at 7.556 eV.

Structure (XYZ):
```
45
Properties=species:S:1:pos:R:3:forces:R:3
Zn -1.986791 1.719928 1.791479 1.3 -0.6 -0.5
Zn 1.237092 2.474933 -1.752093 -0.6 -0.3 0.3
S 0.100623 3.991426 0.806590 2.1 2.2 1.0
O 1.337006 3.637336 1.459283 -0.3 -0.5 0.0
O -0.151054 5.417983 0.790423 -0.6 -0.8 -0.2
O 0.143298 3.483561 -0.614993 -0.6 -0.2 -1.4
O -1.048714 3.287026 1.496167 -1.5 0.0 0.3
S 0.192408 -0.054785 -0.035348 -0.5 0.2 1.7
O -0.555261 0.586455 1.057244 0.5 -0.5 -0.1
O 1.170507 0.894586 -0.585516 0.1 -0.9 -0.4
O 0.866500 -1.235828 0.504755 -0.3 0.4 -0.7
O -0.816546 -0.412566 -1.066564 0.8 -0.1 -0.9
O -3.214697 0.109225 1.369623 -0.7 0.5 0.0
H -4.140518 0.275704 1.148083 0.0 -0.2 0.0
H -2.953045 -0.651971 0.821937 0.3 0.1 0.1
O -0.762993 -2.610469 2.306163 -0.2 0.4 0.0
H -0.359290 -2.491187 3.170701 0.2 -0.2 -0.1
H -0.287099 -1.995178 1.715876 0.0 -0.3 0.2
O -3.315988 -0.370081 -1.958051 0.1 0.4 0.3
H -2.444210 -0.216027 -1.541466 -0.5 -0.1 -0.4
H -3.125953 -0.752831 -2.818610 -0.1 -0.1 0.0
O 2.677581 -1.354297 2.600703 -0.2 -0.2 -0.1
H 2.001910 -1.387532 1.899086 0.4 0.2 0.3
H 2.244165 -0.938815 3.350315 0.1 0.2 0.0
O -1.430850 0.854448 3.618276 -0.2 0.5 0.6
H -1.265732 -0.066769 3.846354 -0.1 -0.1 -0.4
H -0.963693 1.384220 4.276959 0.0 0.1 -0.2
O 2.394942 1.245907 -2.976402 0.0 0.6 0.0
H 1.990438 0.347246 -2.971096 0.0 -0.2 0.0
H 2.697317 1.398626 -3.878130 0.0 0.1 0.1
O -0.448795 1.651240 -2.764988 -0.2 -0.1 -0.4
H -0.689471 1.471579 -3.679499 0.1 0.2 0.0
H -0.646537 0.822721 -2.275038 -0.1 0.1 0.2
O 1.623551 -3.768930 -0.217534 -0.3 0.1 -0.1
H 1.004460 -4.377862 0.196201 0.1 0.0 0.1
H 1.352568 -2.884780 0.090961 0.2 -0.4 -0.2
O -2.025340 -2.916353 -0.749315 -0.1 0.1 0.0
H -1.257860 -3.330916 -0.340262 0.0 0.0 0.0
H -1.732405 -2.016759 -0.962432 0.1 -0.4 0.1
O 1.233564 -1.258471 -3.089856 -0.3 0.3 -0.1
H 0.407847 -1.267891 -2.583725 0.1 -0.1 0.2
H 1.158512 -1.986813 -3.714627 0.2 0.0 0.0
O 3.374892 1.453705 0.881075 0.1 -0.1 -0.3
H 2.617560 1.232656 0.311348 0.5 0.0 0.7
H 3.796101 0.606618 1.065941 -0.1 0.0 0.1
```
Forces are in eV/Å.

Just the natural (NBO) charges please, in e? Sure, here they are: 1.78 1.77 2.62 -0.99 -0.98 -1.21 -1.22 2.70 -1.16 -1.15 -1.06 -1.13 -1.01 0.51 0.55 -0.97 0.46 0.49 -0.97 0.48 0.47 -0.96 0.49 0.46 -1.01 0.52 0.52 -1.02 0.54 0.51 -1.02 0.50 0.52 -0.96 0.46 0.49 -0.96 0.47 0.48 -0.98 0.50 0.50 -0.96 0.47 0.47

***

4.
Formula: H22O11
Source: the Open Molecules 2025 dataset
Level of theory: wB97M-V/def2-TZVPD

The LUMO energy is -0.33 eV. The HOMO energy is -10.625 eV. The SMILES is O.O.O.O.O.O.O.O.O.O.O. The calculation puts the frontier orbital gap at 10.293 eV.

Structure (XYZ):
```
33
Properties=species:S:1:pos:R:3:forces:R:3
O 0.325848 -3.468636 -2.328758 0.0 -0.3 -1.7
H 0.937848 -4.034636 -2.848758 -0.6 0.5 1.0
H 0.455848 -3.531636 -1.385758 0.8 -0.1 0.1
O 1.351848 1.235364 1.585242 -0.2 -1.9 0.6
H 1.623848 0.943364 2.470242 0.0 0.8 -0.4
H 1.568848 2.111364 1.352242 0.9 1.5 0.2
O -1.230152 1.402364 3.091242 -0.6 1.7 -0.4
H -1.526152 2.178364 2.542242 0.5 -1.3 0.9
H -0.835152 0.794364 2.465242 0.0 -0.3 -0.2
O -0.076152 1.250364 -2.649758 -0.4 1.1 -0.3
H -0.148152 1.044364 -1.723758 -0.5 -0.3 0.9
H 0.505848 0.559364 -2.901758 0.9 -0.9 -0.8
O 0.672848 3.568364 -0.588758 1.7 1.6 1.3
H -0.108152 3.087364 -0.460758 -2.1 -1.1 0.0
H 0.819848 3.993364 0.292242 -0.1 -0.2 -1.2
O 2.869848 2.078364 -1.158758 -0.6 0.2 2.1
H 1.963848 2.440364 -1.100758 0.5 0.0 -0.2
H 3.026848 1.954364 -2.062758 0.4 -0.3 -2.0
O 0.518848 -2.906636 0.349242 -0.7 -0.9 0.1
H 0.629848 -3.843636 0.526242 1.3 -0.4 0.5
H -0.436152 -3.010636 0.288242 -0.8 1.2 0.1
O 0.068848 -1.318636 3.047242 0.2 -0.6 0.4
H 0.244848 -2.196636 3.421242 -0.4 0.3 0.2
H 0.768848 -1.292636 2.402242 0.3 0.3 -0.8
O -0.202152 0.046364 -0.051758 1.2 -0.7 0.1
H 0.547848 0.542364 0.376242 -0.8 -0.4 -0.1
H 0.201848 -0.855636 -0.055758 -0.7 0.9 -0.3
O -3.137152 0.479364 0.722242 -0.1 -2.0 -0.7
H -2.286152 0.705364 0.364242 0.5 0.3 -0.1
H -3.536152 1.195364 1.158242 -0.5 1.5 0.8
O -2.189152 -1.548636 -2.459758 -0.6 -0.3 1.1
H -1.959152 -2.027636 -1.633758 0.0 0.5 -1.2
H -1.434152 -1.574636 -3.042758 0.5 -0.2 0.1
```
Forces are in eV/Å.

Just the natural (NBO) charges please, in e? Sure, here they are: -0.98 0.48 0.47 -0.97 0.51 0.50 -0.94 0.45 0.49 -0.95 0.48 0.46 -0.92 0.48 0.47 -0.98 0.49 0.46 -0.93 0.48 0.48 -0.93 0.47 0.46 -1.01 0.50 0.49 -0.95 0.48 0.46 -0.93 0.46 0.48

***

5.
Formula: H11O5S
Source: the Open Molecules 2025 dataset
Level of theory: wB97M-V/def2-TZVPD

The LUMO energy is 3.25 eV. The HOMO energy is -4.228 eV. The calculation puts the frontier orbital gap at 7.477 eV. The charge is -1.

Structure (XYZ):
```
17
Properties=species:S:1:pos:R:3:forces:R:3
S 0.200209 -0.401447 -0.422107 -0.1 -0.2 0.0
H -0.432059 -1.590886 -0.267830 0.1 0.3 0.0
H 3.569707 0.108057 0.161077 0.3 -0.4 0.1
H 3.290361 1.247957 -0.678534 0.5 0.0 -0.2
O 4.061702 0.723713 -0.398883 -1.0 0.3 0.1
H 0.169844 2.288374 2.795887 0.8 -0.4 -0.1
H 0.355461 1.486660 1.545140 0.7 -0.4 0.4
O 0.846326 1.718998 2.369329 -1.5 0.7 -0.3
H -2.621156 1.266042 -1.498368 -0.5 -0.2 -0.1
H -1.182216 1.447526 -1.291680 0.3 -0.1 0.3
O -1.995362 1.973359 -1.365901 0.2 0.3 -0.1
H -4.224700 -1.521369 -1.512515 0.0 0.0 -0.5
H -2.853102 -1.309669 -2.059758 -0.1 0.0 -0.4
O -3.770404 -1.422102 -2.366008 0.3 0.0 0.9
H 1.321100 -1.351077 1.970192 0.0 0.4 0.2
H 1.470248 -2.473560 1.075819 0.3 -0.1 0.0
O 1.794040 -2.190574 1.944138 -0.3 -0.2 -0.3
```
Forces are in eV/Å.

Just the natural (NBO) charges please, in e? Sure, here they are: -1.06 0.10 0.48 0.47 -0.95 0.45 0.50 -0.96 0.46 0.50 -0.98 0.46 0.48 -0.95 0.49 0.47 -0.97

***

6.
Formula: BrH2NOS
Source: the Open Molecules 2025 dataset
Level of theory: wB97M-V/def2-TZVPD

The LUMO energy (alpha / beta) is -2.64 / -2.63 eV. The HOMO energy (alpha / beta) is -10.724 / -10.697 eV. The SMILES is N=[S@H](=O)Br. The calculation puts the frontier orbital gap (alpha / beta) at 8.088 / 8.070 eV.

Structure (XYZ):
```
6
Properties=species:S:1:pos:R:3:forces:R:3
N 0.848880 0.916202 -0.463754 -0.3 -0.6 2.4
O 0.126155 -2.276168 0.147250 -0.2 5.2 -0.2
S 0.025605 -0.195473 0.145205 -0.6 -2.4 2.8
Br -2.266477 0.496663 -0.026347 1.0 -0.7 0.1
H 1.123144 0.840130 -1.383395 0.6 -0.4 -2.7
H 0.142694 0.218648 1.581040 -0.4 -1.1 -2.5
```
Forces are in eV/Å.

Just the natural (NBO) charges please, in e? Sure, here they are: -0.96 -0.59 1.18 -0.19 0.39 0.17